[1]
17
Properties=species:S:1:pos:R:3 method="wB97M-V/def2-TZVPD" homo_ev=-9.31 multiplicity=1 e_lumo_ev=0.8 homo_lumo_gap_ev=10.14 energy_ev=-9440.561 de_lowest_ev=2.482
O 1.7157 -0.2586 1.4239
C 1.8472 -0.5242 0.0364
C 0.4803 -0.8009 -0.5668
C -0.5300 0.3493 -0.5621
C -2.0081 -0.0870 -0.4935
O -2.2204 0.5992 0.7408
C -0.8709 1.0882 0.7498
H 2.3779 0.3931 1.6714
H 2.4806 -1.4134 -0.1098
H 2.3289 0.3168 -0.4820
H 0.0557 -1.6638 -0.0396
H 0.6438 -1.1126 -1.6077
H -0.3181 1.0456 -1.3816
H -2.1618 -1.1733 -0.3958
H -2.6668 0.2958 -1.2802
H -0.8356 2.1852 0.6664
H -0.3184 0.7606 1.6304

[2]
17
Properties=species:S:1:pos:R:3 method="wB97M-V/def2-TZVPD" homo_ev=-9.15 multiplicity=1 e_lumo_ev=0.8 homo_lumo_gap_ev=9.97 energy_ev=-9438.158 de_lowest_ev=4.885
C -1.2082 0.5194 -0.1281
C -0.6978 -0.8701 -0.5390
O -0.3565 -0.9253 -1.9208
C 0.4928 -1.2419 0.3985
C 1.0301 0.0459 1.0519
C 0.5921 1.2449 0.2249
O 0.4775 2.4600 0.7640
H -1.7845 0.4655 0.8100
H -0.5848 1.7617 0.3512
H -1.7922 0.9864 -0.9322
H -1.5034 -1.6084 -0.4418
H 0.3794 -0.3111 -2.0724
H 0.1697 -1.9517 1.1711
H 1.2516 -1.7585 -0.2026
H 2.1270 0.0653 1.1227
H 0.6356 0.1897 2.0658
H 0.9497 1.1923 -0.8281

[3]
17
Properties=species:S:1:pos:R:3 method="wB97M-V/def2-TZVPD" homo_ev=-8.35 multiplicity=1 e_lumo_ev=0.5 homo_lumo_gap_ev=8.80 energy_ev=-9437.383 de_lowest_ev=5.660
C 1.8971 -0.4036 1.0624
C 0.6868 0.4747 1.0112
C -0.2610 -0.2562 -0.9497
C -0.9524 1.0942 -1.2695
O -1.9653 1.4187 -0.3452
C -0.7025 -0.9254 0.4248
O -0.3775 -0.1615 1.5977
H 2.5923 -0.1995 0.2428
H 2.3373 0.0324 1.9708
H 1.7775 -1.4849 1.2228
H -0.6199 -1.0388 -1.6123
H 0.8117 -0.1650 -1.1874
H -1.4404 1.0219 -2.2464
H -0.2119 1.9067 -1.3271
H -1.5129 1.5701 0.4984
H -0.2702 -1.9280 0.5323
H -1.7887 -0.9557 0.3745

[4]
17
Properties=species:S:1:pos:R:3 method="wB97M-V/def2-TZVPD" homo_ev=-10.13 multiplicity=1 e_lumo_ev=0.9 homo_lumo_gap_ev=11.00 energy_ev=-9441.152 de_lowest_ev=1.891
C -1.9869 1.6798 -0.7194
C -0.7368 1.2230 -0.7717
C -0.2455 0.2601 0.2879
O -1.0875 -0.9033 0.2921
C 1.1864 -0.2494 0.1005
C 1.4842 -1.2829 1.1865
O 1.3598 -0.7666 -1.2066
H -2.4238 2.3049 -1.4911
H -2.6311 1.4311 0.1244
H -0.0777 1.4656 -1.6046
H -0.3163 0.7438 1.2749
H -1.7770 -0.7561 -0.3649
H 1.8925 0.5871 0.1702
H 2.4473 -1.7686 1.0121
H 1.5019 -0.8056 2.1739
H 0.6957 -2.0415 1.1968
H 0.5685 -1.2783 -1.4105

[5]
17
Properties=species:S:1:pos:R:3 method="wB97M-V/def2-TZVPD" homo_ev=-8.18 multiplicity=1 e_lumo_ev=0.8 homo_lumo_gap_ev=8.97 energy_ev=-9437.446 de_lowest_ev=5.597
C 2.1652 0.6232 -0.0275
O 0.8470 0.4318 -0.4890
C 0.2740 -0.7734 -0.0319
C -0.3497 -0.6879 1.3497
C -1.1698 -0.9705 -0.2756
C -1.8479 0.3408 -0.7072
O -1.4252 0.6085 -2.0251
H 2.8225 -0.1997 -0.3441
H 2.1954 0.6955 1.0695
H 2.5304 1.5579 -0.4585
H 0.9511 -1.6163 -0.2053
H -0.1281 -1.5061 2.0345
H -0.3290 0.3130 1.7797
H -1.4819 -1.0165 1.0797
H -2.9319 0.2014 -0.7527
H -1.6442 1.1959 -0.0376
H -0.4779 0.8024 -1.9586

[6]
17
Properties=species:S:1:pos:R:3 method="wB97M-V/def2-TZVPD" homo_ev=-9.85 multiplicity=1 e_lumo_ev=1.0 homo_lumo_gap_ev=10.81 energy_ev=-9441.245 de_lowest_ev=1.798
O -0.7914 0.3952 2.3835
C -0.7913 1.1059 1.1802
C -0.9051 0.0351 0.1068
C -0.2575 0.4296 -1.2194
C 0.8529 -0.6199 -1.3304
C 1.1639 -0.9607 0.1146
O -0.1590 -1.1401 0.6099
H -0.4061 -0.4773 2.0418
H 0.1105 1.7378 1.0648
H -1.6484 1.7742 0.9941
H -1.9466 -0.2951 0.0666
H 0.1608 1.4443 -1.1618
H -0.9423 0.4092 -2.0707
H 1.7098 -0.2932 -1.9096
H 0.4221 -1.5255 -1.7686
H 1.6682 -0.1478 0.6633
H 1.7597 -1.8716 0.2347

[7]
17
Properties=species:S:1:pos:R:3 method="wB97M-V/def2-TZVPD" homo_ev=-7.66 multiplicity=1 e_lumo_ev=0.3 homo_lumo_gap_ev=7.94 energy_ev=-9437.435 de_lowest_ev=5.608
C -1.5546 -0.3984 0.9997
C 1.0211 -0.2865 0.8184
O 0.9089 -1.3762 0.1118
C 0.1443 -1.0741 -1.0039
C 0.6046 0.3070 -1.4228
C 0.9884 0.9524 -0.0586
O 0.1484 1.9818 0.3954
H -1.7976 -1.4259 1.2887
H -2.4431 0.0524 0.5404
H -1.3344 0.1530 1.9172
H 1.5027 -0.3812 1.7851
H -0.9135 -0.7200 -0.1490
H 0.1199 -1.9034 -1.7059
H 1.4835 0.2435 -2.0772
H -0.1599 0.9059 -1.9262
H 1.9841 1.4085 -0.1014
H -0.7026 1.5612 0.5881

[8]
17
Properties=species:S:1:pos:R:3 method="wB97M-V/def2-TZVPD" homo_ev=-9.84 multiplicity=1 e_lumo_ev=0.8 homo_lumo_gap_ev=10.65 energy_ev=-9441.780 de_lowest_ev=1.263
C 1.1541 -1.9904 -0.4902
C 0.1843 -0.8153 -0.5563
O -1.0955 -1.3926 -0.4253
C 0.5088 0.2765 0.4935
C -0.0610 1.6811 0.1927
C -1.5065 1.8124 0.5888
O -2.2629 0.8707 0.6940
H 2.1935 -1.6779 -0.6334
H 1.0601 -2.5075 0.4715
H 0.8959 -2.7110 -1.2729
H 0.2836 -0.3467 -1.5535
H -1.7179 -0.7139 -0.1224
H 0.1528 -0.0742 1.4712
H 1.5984 0.3612 0.5627
H 0.0161 1.8841 -0.8869
H 0.4870 2.5168 0.6547
H -1.8908 2.8267 0.8117

[9]
17
Properties=species:S:1:pos:R:3 method="wB97M-V/def2-TZVPD" homo_ev=-8.77 multiplicity=1 e_lumo_ev=0.7 homo_lumo_gap_ev=9.50 energy_ev=-9439.153 de_lowest_ev=3.890
C -1.1849 -1.3684 -0.9638
C -0.1944 -0.7014 -0.0329
O 1.0636 -0.5473 -0.7506
C 2.1342 -0.9611 -0.1330
C 0.4148 1.3307 1.3614
C -0.6030 0.7079 0.4043
O -0.8385 1.5332 -0.7220
H -0.8217 -2.3541 -1.2698
H -1.3519 -0.7512 -1.8503
H -2.1424 -1.4965 -0.4481
H 0.0214 -1.3209 0.8435
H 2.9382 -0.6692 -0.8562
H 0.8095 0.5874 2.0630
H -0.0392 2.1498 1.9262
H 1.2656 1.7379 0.8028
H -1.5747 0.6197 0.9036
H -0.0154 1.5452 -1.2317

[10]
17
Properties=species:S:1:pos:R:3 method="wB97M-V/def2-TZVPD" homo_ev=-9.70 multiplicity=1 e_lumo_ev=1.0 homo_lumo_gap_ev=10.69 energy_ev=-9440.129 de_lowest_ev=2.914
C -0.0027 -1.7039 -0.3726
C 1.0573 -0.6513 -0.5693
O 1.9865 -0.6549 0.6613
C 0.6972 0.7683 -0.6642
O 0.6883 1.5780 0.5088
C -0.6159 1.3791 -0.0376
C -1.5900 0.7489 0.8884
H -0.4008 -1.7006 0.6445
H -0.8063 -1.6120 -1.1092
H 0.4484 -2.6950 -0.4874
H 1.6916 -0.9183 -1.4200
H 2.4341 0.2079 0.7281
H 1.0332 1.2366 -1.5822
H -1.0396 2.2037 -0.6000
H -2.3684 0.2337 0.3178
H -1.1317 0.0595 1.6012
H -2.0813 1.5202 1.4923

[11]
17
Properties=species:S:1:pos:R:3 method="wB97M-V/def2-TZVPD" homo_ev=-9.90 multiplicity=1 e_lumo_ev=0.8 homo_lumo_gap_ev=10.66 energy_ev=-9439.805 de_lowest_ev=3.238
C 0.6918 -1.9955 -0.3353
C 0.2531 -0.6881 -1.0556
C -0.5732 0.4357 -0.3155
C -0.4288 -0.1078 1.0819
O 0.5114 0.0640 1.8141
C -0.0137 1.8357 -0.5998
O 1.1484 2.0636 -0.8231
H 1.2439 -2.5890 -1.0715
H 1.3726 -1.8233 0.5052
H -0.1254 -2.6272 0.0369
H 1.1733 -0.1757 -1.3452
H -0.3104 -0.9722 -1.9446
H -1.6406 0.4543 -0.5867
H -1.2098 -0.8663 1.2915
H -0.7548 2.6673 -0.6342
H -0.3730 1.9723 2.1082
H -0.9647 2.3523 1.8738

[12]
17
Properties=species:S:1:pos:R:3 method="wB97M-V/def2-TZVPD" homo_ev=-9.83 multiplicity=1 e_lumo_ev=0.8 homo_lumo_gap_ev=10.64 energy_ev=-9441.622 de_lowest_ev=1.421
C -2.1804 -0.4395 -0.5416
C -0.7821 0.1621 -0.6396
C 0.0007 -0.0159 0.6614
O 0.1565 -1.3947 0.9650
C 1.3401 0.7191 0.6572
C 2.3148 0.3706 -0.4466
O 2.1625 -0.4918 -1.2786
H -2.7303 -0.3203 -1.4812
H -2.1083 -1.5088 -0.3171
H -2.7682 0.0363 0.2546
H -0.2211 -0.3193 -1.4459
H -0.8376 1.2372 -0.8674
H -0.5988 0.4150 1.4800
H 1.0948 -1.6108 0.9793
H 1.8638 0.5389 1.6096
H 1.1767 1.8051 0.6214
H 3.2447 0.9822 -0.4355

[13]
17
Properties=species:S:1:pos:R:3 method="wB97M-V/def2-TZVPD" homo_ev=-8.96 multiplicity=1 e_lumo_ev=0.9 homo_lumo_gap_ev=9.82 energy_ev=-9441.433 de_lowest_ev=1.610
C -2.0421 -0.1897 -0.5609
C -0.8460 -0.1951 0.0164
C -0.3010 0.6685 1.1315
C 1.2043 0.3855 1.0888
C 1.2385 -1.0263 0.5067
O 0.1114 -1.1022 -0.3700
H -2.3033 -0.9601 -1.2796
H -2.7788 0.5681 -0.3202
H -0.7361 0.3190 2.0744
H -0.5553 1.7266 1.0209
H 1.6772 0.4402 2.0729
H 1.7153 1.0839 0.4178
H 1.1195 -1.7908 1.2844
H 2.1357 -1.2455 -0.0764
O 0.2670 0.5360 -2.7025
H 0.2308 -0.3259 -2.2650
H -0.1372 1.1079 -2.0395

[14]
17
Properties=species:S:1:pos:R:3 method="wB97M-V/def2-TZVPD" homo_ev=-8.54 multiplicity=1 e_lumo_ev=0.9 homo_lumo_gap_ev=9.46 energy_ev=-9439.013 de_lowest_ev=4.030
C 2.2098 -0.0302 -0.6054
C 0.8676 0.0838 0.0980
O -0.0784 0.7232 -0.7523
C -1.2282 1.0823 0.0158
C -1.7787 -0.0716 0.8637
C 0.4883 -1.3686 0.4043
O -0.1016 -1.8844 -0.6440
H 2.6240 0.9525 -0.8354
H 2.0910 -0.5964 -1.5348
H 2.9013 -0.5794 0.0405
H 0.9691 0.6600 1.0296
H -1.9720 1.4305 -0.7092
H -0.9700 1.9361 0.6609
H -2.3555 0.3127 1.7051
H -2.3973 -0.7488 0.2679
H -0.9988 -0.7095 1.3254
H -0.2706 -1.1922 -1.3302